A single C4H6O2 molecule at a distorted geometry, computed with wB97M-V/def2-TZVPD.

CARTESIAN COORDINATES (ANGSTROEM)
C -0.3485 -0.7630 -0.8666
C -1.2223 -0.7155 0.1367
O -1.1950 0.1871 1.1627
C 0.2093 0.5721 1.2741
O 0.7580 1.1620 0.1512
C 0.7768 0.2510 -0.9489
H -0.4042 -1.5311 -1.5957
H -2.1769 -1.2953 0.1207
H 0.1880 1.3387 1.9771
H 0.8797 -0.2114 1.5717
H 1.8880 -0.0195 -1.1475
H 0.6473 1.0250 -1.8356

Atomic forces in eV per Å
C 1.331 0.788 0.739
C -2.097 -0.218 -0.569
O 2.248 -0.664 -0.746
C -0.600 0.816 -0.080
O -0.774 -0.374 -0.337
C 1.366 2.315 -2.295
H -0.190 -0.432 -0.561
H 1.084 0.281 0.144
H 0.075 1.136 1.492
H -0.313 -1.160 0.350
H -1.844 -0.655 0.601
H -0.286 -1.834 1.261

The calculation puts the energy relative to the best compared isomer or geometry (same formula, charge and spin) at 2.2105 eV. As for the maximum force: 3.534 eV/A. The structure (SMILES) is C1=COCOC1. The energy is -8338.25060 eV. As for the highest occupied orbital energy: -9.03 eV. The gap between HOMO and LUMO comes out at 10.0 eV.